C36H43BN2O3S | ωB97M-V/def2-TZVPD

Results
Relative energy (zero: lowest compared OMol25 entry of this formula, charge and spin)   228.5 kJ/mol
Lowest unoccupied orbital energy   -3.2 eV
Net charge   0
Multiplicity   1
Gap between HOMO and LUMO   2.50 eV
Electronic energy   -58662.897 eV

CARTESIAN COORDINATES (ANGSTROEM)
1 C 4.643 7.376 2.376
2 C 3.987 6.156 2.887
3 C 3.715 5.870 4.183
4 C 3.063 4.611 4.362
5 C 2.832 3.951 3.212
6 B 2.102 2.530 3.060
7 C 0.510 2.759 3.042
8 C -0.136 3.210 4.170
9 C -1.498 3.413 4.159
10 C -2.249 3.165 3.007
11 N -3.652 3.362 2.993
12 C -4.540 2.715 2.032
13 C -4.348 4.234 3.934
14 C -1.573 2.714 1.869
15 C -0.210 2.521 1.894
16 O 2.544 1.880 1.779
17 C 2.909 0.548 2.150
18 C 1.658 -0.327 2.041
19 C 4.001 0.018 1.216
20 C 3.375 0.682 3.665
21 C 3.286 -0.635 4.443
22 C 4.796 1.243 3.749
23 O 2.478 1.650 4.221
24 S 3.438 4.856 1.868
25 H 4.903 8.059 3.187
26 H 5.560 7.129 1.837
27 H 3.982 7.909 1.689
28 H 3.961 6.537 4.997
29 H 2.776 4.221 5.327
30 H 0.432 3.398 5.064
31 H -1.992 3.742 5.057
32 H -4.009 1.998 1.415
33 H -5.318 2.168 2.560
34 H -5.005 3.460 1.391
35 H -3.655 4.773 4.571
36 H -4.927 4.976 3.389
37 H -5.022 3.652 4.559
38 H -2.113 2.547 0.953
39 H 0.307 2.187 1.012
40 H 1.870 -1.367 2.280
41 H 0.889 0.037 2.719
42 H 1.262 -0.286 1.028
43 H 4.319 -0.983 1.512
44 H 3.628 -0.028 0.193
45 H 4.867 0.678 1.213
46 H 3.921 -1.400 3.994
47 H 3.606 -0.484 5.473
48 H 2.262 -1.001 4.473
49 H 5.528 0.535 3.363
50 H 4.869 2.166 3.178
51 H 5.054 1.467 4.783
52 C -6.777 -1.080 2.967
53 O -6.007 -1.600 1.915
54 C -4.742 -2.065 2.272
55 C -4.190 -2.071 3.564
56 C -2.936 -2.573 3.797
57 C -2.142 -3.100 2.746
58 C -0.845 -3.657 2.931
59 C -0.338 -4.245 4.115
60 C 0.993 -4.772 4.332
61 C 2.145 -4.780 3.539
62 C 3.287 -5.371 4.024
63 C 3.306 -5.964 5.291
64 C 2.183 -5.981 6.084
65 C 1.015 -5.381 5.601
66 N -0.272 -5.248 6.146
67 C -0.707 -5.766 7.439
68 C -1.068 -4.575 5.257
69 C -2.699 -3.061 1.446
70 C -3.957 -2.575 1.227
71 H -7.740 -0.764 2.563
72 H -6.944 -1.851 3.717
73 H -6.274 -0.217 3.399
74 H -4.755 -1.666 4.383
75 H -2.515 -2.505 4.786
76 H -0.216 -3.724 2.058
77 H 2.120 -4.333 2.563
78 H 4.183 -5.379 3.424
79 H 4.218 -6.414 5.652
80 H 2.200 -6.443 7.057
81 H 0.111 -6.265 7.948
82 H -1.054 -4.951 8.070
83 H -1.515 -6.483 7.312
84 H -2.123 -4.423 5.386
85 H -2.125 -3.459 0.625
86 H -4.384 -2.584 0.240

These are the Löwdin partial charges, in e, on atoms 1 to 6: -0.13 -0.62 -0.16 -0.15 -0.39 -0.85

=====

C23H30BN7O3PdS | ωB97M-V/def2-TZVPD

Results
Relative energy (zero: lowest compared OMol25 entry of this formula, charge and spin)   35.6 kJ/mol
Lowest unoccupied orbital energy (spin up / spin down)   0.2 / 0.2 eV
Net charge   0
Multiplicity   1
Gap between HOMO and LUMO (spin up / spin down)   6.45 / 6.45 eV
Electronic energy   -55906.408 eV

CARTESIAN COORDINATES (ANGSTROEM)
1 Pd -1.438 -0.623 -1.028
2 N -1.910 -3.868 2.023
3 C -1.946 -2.778 1.189
4 S -2.300 -3.074 -0.458
5 N -1.696 -1.646 1.829
6 N -1.557 -0.527 1.077
7 C -1.633 0.603 1.710
8 C -1.875 0.717 3.172
9 C -1.066 0.079 4.110
10 C -1.291 0.259 5.465
11 C -2.339 1.060 5.901
12 C -3.156 1.687 4.975
13 C -2.918 1.523 3.618
14 C -1.475 1.864 0.948
15 C -0.963 3.010 1.560
16 C -0.788 4.149 0.796
17 C -1.130 4.118 -0.549
18 C -1.644 2.942 -1.069
19 N -1.824 1.846 -0.341
20 H -2.384 -4.692 1.699
21 H -1.940 -3.666 3.009
22 H -0.274 -0.575 3.773
23 H -0.653 -0.238 6.185
24 H -2.517 1.189 6.961
25 H -3.979 2.308 5.305
26 H -3.552 2.023 2.895
27 H -0.696 2.997 2.607
28 H -0.385 5.048 1.245
29 H -1.018 4.988 -1.182
30 H -1.938 2.867 -2.111
31 C 0.613 -1.821 -6.073
32 N -0.392 -1.457 -5.103
33 C -1.431 -0.495 -5.401
34 C -1.918 -0.111 -4.007
35 O -2.831 0.635 -3.762
36 N -1.124 -0.764 -3.085
37 C -0.245 -1.504 -3.756
38 N 0.694 -2.240 -3.167
39 H 0.125 -2.095 -7.007
40 H 1.180 -2.688 -5.740
41 H 1.311 -1.000 -6.265
42 H -2.243 -0.928 -5.986
43 H -1.045 0.388 -5.917
44 H 0.633 -2.366 -2.160
45 H 1.136 -2.976 -3.687
46 C 3.368 1.534 -0.045
47 C 2.325 0.513 0.367
48 C 2.012 0.646 1.852
49 O 1.099 0.796 -0.345
50 B 0.469 -0.402 -0.580
51 O 1.319 -1.474 -0.372
52 C 2.637 -0.956 -0.056
53 C 3.480 -1.055 -1.319
54 C 3.232 -1.821 1.040
55 H 3.050 2.523 0.284
56 H 3.500 1.561 -1.125
57 H 4.331 1.315 0.422
58 H 1.610 1.643 2.036
59 H 2.900 0.507 2.470
60 H 1.257 -0.083 2.153
61 H 3.087 -0.420 -2.114
62 H 3.474 -2.088 -1.668
63 H 4.515 -0.771 -1.122
64 H 2.552 -1.915 1.883
65 H 4.177 -1.401 1.392
66 H 3.429 -2.820 0.651

These are the Löwdin partial charges, in e, on atoms 1 to 6: 0.74 0.04 -0.92 0.51 -0.01 -0.05

=====

C4H11NO | ωB97M-V/def2-TZVPD

Results
Relative energy (zero: lowest compared OMol25 entry of this formula, charge and spin)   775.9 kJ/mol
Lowest unoccupied orbital energy   -1.3 eV
Net charge   0
Multiplicity   1
Gap between HOMO and LUMO   5.65 eV
Electronic energy   -7856.512 eV

CARTESIAN COORDINATES (ANGSTROEM)
1 C -1.670 0.465 1.519
2 C -0.393 0.365 0.902
3 C -0.041 0.194 -0.463
4 N 1.306 -0.030 -0.792
5 C 2.273 0.976 -0.595
6 H -3.408 0.634 0.696
7 H -2.608 0.355 0.970
8 H -1.838 0.750 2.508
9 H 0.533 0.352 1.429
10 H -0.720 0.542 -1.232
11 H 1.538 -0.431 -1.665
12 H 1.991 1.471 0.401
13 H 3.330 0.586 -0.456
14 H 2.172 1.717 -1.367
15 H -1.351 -3.258 -0.372
16 H -0.383 -1.938 -0.508
17 O -0.729 -2.750 -0.976

These are the Löwdin partial charges, in e, on atoms 1 to 6: 0.02 -0.15 -0.17 -0.14 -0.14 0.17